# C17H15N5O3Pd

C17H15N5O3Pd as an isolated structure (the ωB97M-V functional and the def2-TZVPD basis, the OMol25 dataset).

Element x y z (Å)
Pd: -0.6959 -0.3744 0.2349
O: -2.9993 2.9155 0.0873
C: -2.2102 2.0135 0.3381
N: -1.7426 1.0783 -0.4870
C: -2.1862 0.9516 -1.8532
C: -1.5168 -0.2546 -2.4707
C: -1.6970 -0.5842 -3.8046
C: -1.0382 -1.6798 -4.3308
C: -0.2042 -2.4269 -3.5127
C: -0.0756 -2.0576 -2.1897
N: -0.7169 -1.0035 -1.6816
C: -1.5840 1.8577 1.7178
C: -1.8164 2.7818 2.7119
C: -1.1856 2.6151 3.9362
C: -0.3397 1.5340 4.1153
C: -0.1563 0.6394 3.0732
N: -0.7721 0.7952 1.9036
H: -1.9284 1.8379 -2.4444
H: -3.2754 0.8452 -1.9170
H: -2.3502 0.0232 -4.4164
H: -1.1702 -1.9483 -5.3707
H: 0.3361 -3.2835 -3.8881
H: 0.5514 -2.5995 -1.4969
H: -2.4817 3.6054 2.4935
H: -1.3466 3.3239 4.7379
H: 0.1843 1.3763 5.0470
H: 0.5177 -0.1991 3.1428
C: -0.5349 -5.5637 1.3698
N: 0.2306 -4.3294 1.4262
C: 1.4770 -4.2741 1.9809
C: 2.1767 -3.1343 2.0417
C: 1.5916 -1.9083 1.5131
O: 2.1709 -0.8273 1.5558
N: 0.3239 -2.0089 0.9754
C: -0.3792 -3.1798 0.9209
O: -1.4918 -3.2718 0.4159
H: 0.0555 -6.3586 1.8201
H: -0.7688 -5.8211 0.3380
H: -1.4744 -5.4532 1.9084
H: 1.8586 -5.2127 2.3616
H: 3.1623 -3.0940 2.4767

Atoms 1-2, force components in eV/Å:
0.8 -0.2 0.3
0.0 0.0 0.0

The value obtained for the energy relative to the best compared isomer or geometry (same formula, charge and spin) is 0.0 kJ/mol. The value obtained for the HOMO energy is -8.408 eV. The largest force on an atom comes out at 0.8 eV Å⁻¹. The energy comes out at -34947.7442 eV. The value obtained for the frontier orbital gap is 8.52 eV.